No. 1
Density functional theory data (ωB97M-V/def2-TZVPD) for a molecular structure, C29H33DyF4N5S3.

Calculated values
<S²>: 9.34
E, eV: -105510.10853
Molecular weight, g mol⁻¹: 786.3

```
! RIJCOSX wB97M-V def2-TZVPD def2/J DEFGRID3
* xyz 1 6
Dy 0.3725 0.4730 -1.6071
C 2.4025 -1.1908 -3.9095
C 2.2533 0.2269 -4.3068
N 2.1115 1.1995 -3.1817
C 1.9960 2.5477 -3.8757
C 1.6242 3.6218 -2.8981
C 3.3451 1.1297 -2.3672
C 3.1350 1.4642 -0.9157
N 2.1316 0.6105 -0.3281
C 2.3388 -0.0205 0.8767
C 1.3780 -0.9769 1.2894
F 0.2796 -1.2230 0.3906
C 1.5780 -1.8275 2.3509
F 0.6383 -2.7228 2.7024
C 2.6522 -1.6152 3.2371
C 3.5386 -0.6049 2.8739
F 4.6276 -0.4133 3.6220
C 3.3809 0.1910 1.7627
F 4.4390 1.0733 1.4550
H 2.1248 -1.8534 -4.7659
H 1.6295 -1.3918 -3.2512
H 3.3837 -1.5374 -3.5161
H 1.3594 0.3267 -4.9337
H 3.0581 0.5010 -5.0331
H 1.1167 2.5939 -4.5765
H 2.9054 2.5770 -4.4288
H 0.6318 3.2572 -2.4805
H 1.3039 4.5584 -3.3358
H 2.3597 3.8221 -2.0593
H 4.0959 1.8282 -2.7525
H 3.7904 0.1520 -2.3495
H 2.8832 2.5434 -0.7632
H 4.1503 1.3055 -0.5284
H 2.8249 -2.1740 4.1710
C -3.2118 -2.9849 -0.0875
N -2.9145 -1.6096 0.3662
C -3.1538 -1.3944 1.8348
C -3.6399 -0.7034 -0.6158
C -3.0855 -0.8173 -2.0085
C -3.9424 -0.9709 -3.0532
C -3.5160 -0.9127 -4.4289
C -2.1746 -0.8559 -4.6742
C -1.2824 -0.6787 -3.5393
C -1.6553 -0.6071 -2.2226
H -2.7366 -3.7342 0.5345
H -2.8772 -2.9903 -1.1097
H -4.2529 -3.2759 0.0688
H -1.8537 -1.4228 0.2241
H -4.2883 -1.5898 2.0189
H -2.9438 -0.3367 2.0906
H -2.4926 -2.0151 2.4707
H -3.5023 0.2909 -0.1971
H -4.6751 -0.9452 -0.4616
H -5.0402 -1.0984 -2.8654
H -4.2280 -1.0812 -5.2316
H -1.7322 -0.8428 -5.6676
H -0.2646 -0.5384 -3.8385
S 1.8020 2.7085 4.7076
C 0.9206 2.3614 3.3756
S 1.2268 3.1470 1.7286
C -0.0795 2.1842 1.1169
N -0.6432 1.3845 1.9615
N -0.0735 1.4754 3.1830
C -0.6561 0.6437 4.2295
C 0.0739 -0.4176 4.7365
C -0.5861 -1.2567 5.5829
C -1.9015 -1.0422 6.0112
C -2.5233 0.1495 5.5835
C -1.9215 1.0359 4.6758
S -0.8439 2.4563 -0.5018
H 1.0879 -0.5462 4.4773
H -0.0084 -2.1635 5.8637
H -2.4112 -1.8067 6.6594
H -3.4047 0.4192 6.1669
H -2.4351 1.9306 4.2674
*
```

=====

No. 2
Density functional theory data (ωB97M-V/def2-TZVPD) for 3 unconnected molecules or ions with the total composition C2H5N5O.

Calculated values
E, eV: -11644.77142
Molecular weight, g mol⁻¹: 115.1

```
! RIJCOSX wB97M-V def2-TZVPD def2/J DEFGRID3
* xyz 0 1
C 1.1977 0.0754 -0.0543
C -1.0704 0.3727 -0.1265
H 3.1066 -0.0995 0.0976
H 2.3408 -1.4254 1.1165
H -0.7896 2.1189 1.1007
H -2.3503 -0.8625 -0.1715
H -0.8085 -1.7990 0.9748
N 2.3998 -0.6756 -0.1160
N 1.0293 1.3830 0.1431
N -0.3927 1.6874 -0.2065
N -2.3612 0.0572 0.1437
N -0.2006 -0.5048 -0.1732
O -0.6981 -1.7815 -0.0714
*
```

=====

No. 3
Density functional theory data (ωB97M-V/def2-TZVPD) for a molecular structure, C28H26N6OSSr.

Calculated values
E, eV: -52121.12860
Molecular weight, g mol⁻¹: 582.2

```
! RIJCOSX wB97M-V def2-TZVPD def2/J DEFGRID3
* xyz 0 1
Sr -0.4541 0.4219 -0.4372
C -4.2116 -1.2654 -0.5290
C -4.6531 -0.8437 0.7304
C -3.7723 -0.7969 1.7817
C -2.4225 -1.1388 1.5715
N -1.9937 -1.5106 0.3564
C -2.8841 -1.5893 -0.6563
N -1.5902 -1.1563 2.6843
C -0.3987 -0.6720 2.7462
N 0.3191 -0.0004 1.7938
C 1.4487 0.5203 2.3491
N 2.3123 1.3447 1.8539
C 2.3563 1.8110 0.5538
C 2.8307 3.1264 0.3627
C 3.0245 3.6016 -0.9094
C 2.7812 2.7667 -2.0083
C 2.3030 1.5063 -1.7495
N 2.0604 1.0415 -0.5061
C 1.5385 0.0535 3.7649
C 2.4861 0.2650 4.7456
C 2.2574 -0.3120 5.9913
C 1.1090 -1.0630 6.2359
C 0.1545 -1.2594 5.2425
C 0.3981 -0.6931 4.0081
H -4.8836 -1.3487 -1.3719
H -5.6872 -0.5602 0.8790
H -4.0728 -0.4847 2.7713
H -2.4746 -1.9516 -1.5949
H 3.0293 3.7267 1.2395
H 3.3798 4.6134 -1.0602
H 2.9714 3.0891 -3.0234
H 2.1004 0.8023 -2.5522
H 3.3668 0.8627 4.5435
H 2.9775 -0.1737 6.7886
H 0.9593 -1.4936 7.2185
H -0.7492 -1.8281 5.4218
C -0.9910 2.1197 -6.1872
N -0.9263 1.1627 -5.0838
C -0.9026 -0.2681 -5.3690
C -0.8545 1.5461 -3.8005
C -0.8768 2.9899 -3.4747
O -0.7811 0.6639 -2.9187
H -1.1288 1.5702 -7.1127
H -0.0726 2.7003 -6.2720
H -1.8314 2.8021 -6.0698
H -1.2209 -0.4307 -6.3945
H -1.5752 -0.7925 -4.6956
H 0.0986 -0.6822 -5.2371
H -0.6117 3.6458 -4.2972
H -0.1924 3.1613 -2.6506
H -1.8724 3.2664 -3.1185
S -1.7253 2.5718 0.8610
C -2.4700 3.6659 -0.2976
C -3.7576 3.4301 -0.8044
C -4.3397 4.2864 -1.7339
C -3.6584 5.4107 -2.1832
C -2.3905 5.6717 -1.6736
C -1.8090 4.8186 -0.7463
H -4.2989 2.5584 -0.4564
H -5.3371 4.0736 -2.1033
H -4.1135 6.0800 -2.9032
H -1.8488 6.5540 -1.9970
H -0.8223 5.0320 -0.3536
*
```

=====

No. 4
Density functional theory data (ωB97M-V/def2-TZVPD) for 7 unconnected molecules or ions with the total composition C14H42O7.

Calculated values
Structure (SMILES): CCO.CCO.CCO.CCO.CCO.CCO.CCO
E, eV: -29529.17588
Molecular weight, g mol⁻¹: 322.5

```
! RIJCOSX wB97M-V def2-TZVPD def2/J DEFGRID3
* xyz 0 1
C 5.9410 -3.2066 3.7594
C 4.5362 -2.5685 3.9360
O 3.8748 -2.4069 2.6830
H 5.9523 -3.9998 3.0119
H 6.2680 -3.5365 4.7455
H 6.5931 -2.4309 3.3579
H 4.6743 -1.5919 4.4001
H 3.8670 -3.1270 4.5904
H 2.9302 -2.3459 2.8433
C 3.5544 1.5034 -1.6023
C 2.9693 0.4566 -2.5409
O 2.4686 -0.7659 -1.9018
H 2.7812 2.0591 -1.0719
H 4.1329 2.2120 -2.1951
H 4.2728 1.0612 -0.9120
H 3.7009 0.1413 -3.2849
H 2.1938 0.9063 -3.1609
H 3.2079 -1.1357 -1.4136
C -3.1638 0.9525 2.5326
C -4.5099 1.0846 1.7520
O -4.9576 2.3704 1.9244
H -2.6441 0.0162 2.3295
H -3.2710 1.1108 3.6057
H -2.4214 1.6968 2.2441
H -5.2194 0.3458 2.1245
H -4.3235 0.9324 0.6889
H -5.1097 2.4412 2.8697
C -2.1194 4.3973 0.3099
C -0.7412 3.7677 -0.0481
O 0.0259 4.7456 -0.7313
H -1.9962 5.2423 0.9873
H -2.7663 3.7274 0.8765
H -2.6184 4.7115 -0.6068
H -0.8629 2.8412 -0.6091
H -0.2199 3.5299 0.8791
H 0.0361 4.3715 -1.6153
C -2.2460 0.2559 -2.9685
C -0.7482 0.4240 -3.2825
O -0.6297 1.4405 -4.2620
H -2.6332 1.0655 -2.3498
H -2.4123 -0.6968 -2.4658
H -2.8327 0.1858 -3.8844
H -0.2209 -0.4880 -3.5625
H -0.2043 0.8226 -2.4261
H -1.0478 1.1172 -5.0634
C 1.0005 0.2606 1.1472
C -0.2270 -0.1608 0.3685
O 0.1569 -1.1656 -0.5426
H 0.7578 1.0415 1.8679
H 1.7574 0.6963 0.4949
H 1.5937 -0.5537 1.5632
H -0.6204 0.6914 -0.1856
H -1.0518 -0.4854 1.0029
H 1.0160 -1.0030 -0.9388
C -2.0075 -3.7300 -1.8934
C -2.2108 -4.0250 -0.4150
O -2.3131 -2.7285 0.1789
H -0.9889 -3.4158 -2.1211
H -2.6988 -2.9672 -2.2518
H -2.2053 -4.6423 -2.4561
H -1.3833 -4.5883 0.0161
H -3.1283 -4.5920 -0.2573
H -1.5082 -2.2686 -0.0706
*
```

=====

No. 5
Density functional theory data (ωB97M-V/def2-TZVPD) for 9 unconnected molecules or ions with the total composition C12H42N10O9.

Calculated values
Structure (SMILES): NC(N)=O.NC(N)=O.NC(N)=O.NC(N)=O.NC(N)=O.CCO.CCO.CCO.CO
E, eV: -46449.08396
Molecular weight, g mol⁻¹: 470.5

```
! RIJCOSX wB97M-V def2-TZVPD def2/J DEFGRID3
* xyz 0 1
N -0.7697 -1.4704 -0.0843
C -0.1290 -0.5571 0.6193
N 0.8829 -0.1171 -0.0285
O -0.5162 -0.2088 1.9098
H -1.4610 -1.9858 0.4174
H -0.5714 -1.7483 -1.0511
H 1.3738 0.7354 0.2760
H 1.2292 -0.4588 -1.0164
N 3.9081 1.0942 0.5009
C 3.0207 1.8021 -0.1285
N 1.9662 2.2062 0.5028
O 3.2647 2.2051 -1.4859
H 4.7569 0.7563 -0.0295
H 3.8325 0.7894 1.4536
H 1.3585 2.8372 0.0023
H 1.7463 1.9992 1.4849
N 1.9745 -1.0017 -2.2920
C 1.3410 -2.0832 -2.3249
N 0.1053 -1.9845 -2.7986
O 1.8871 -3.3609 -1.9165
H 3.0072 -1.0153 -1.9533
H 1.5883 -0.1289 -2.7036
H -0.3237 -2.9921 -2.8893
H -0.2930 -1.1983 -3.3437
N -2.6049 0.3967 -0.8206
C -3.5437 0.7094 0.0055
N -4.2407 1.6905 -0.4688
O -3.9202 -0.0447 1.0950
H -1.9162 -0.3656 -0.4942
H -2.1228 0.9059 -1.6353
H -4.8304 2.2977 0.1740
H -3.8378 2.3665 -1.2507
N 3.2347 0.5382 3.1241
C 2.6008 1.5542 3.5379
N 1.3519 1.4370 3.1849
O 3.1045 2.6091 4.3081
H 4.1630 0.4581 3.4673
H 2.7915 -0.3545 2.7785
H 0.7449 2.0936 3.5574
H 1.0364 0.5465 2.7813
C 0.6396 0.9811 -5.0164
C 1.3376 2.0145 -4.1587
O 0.8632 1.7900 -2.8440
H 0.4961 1.2569 -6.1175
H -0.4695 0.9228 -4.7963
H 0.8854 -0.0552 -4.8914
H 0.8479 2.9048 -4.5661
H 2.4234 1.9909 -4.2803
H 1.4075 2.2945 -2.1521
C -1.9275 3.1976 1.0666
C -2.3638 2.9119 2.4906
O -1.2028 2.3571 3.1805
H -2.6576 3.3236 0.2833
H -1.2454 2.4341 0.6148
H -1.4948 4.2209 1.0148
H -3.2242 2.2804 2.5478
H -2.7263 3.7382 3.0923
H -0.6990 1.7876 2.6024
C -2.3489 -4.6010 0.7344
C -3.6249 -3.7276 0.8547
O -3.3554 -2.6163 0.0211
H -2.3077 -4.9542 -0.2631
H -2.3630 -5.4535 1.3737
H -1.4169 -4.0334 0.7707
H -3.6573 -3.3496 1.8610
H -4.5324 -4.3378 0.7114
H -3.9029 -1.9173 0.3399
C 1.8726 -3.1009 1.6045
O 2.3094 -1.8289 1.8007
H 2.2132 -3.6609 2.4861
H 2.3484 -3.3510 0.7292
H 0.7590 -3.0142 1.3594
H 1.9264 -1.3573 1.0807
*
```

=====

No. 6
Density functional theory data (ωB97M-V/def2-TZVPD) for a molecular structure, C12H26BiI2N2OS3Se3Te.

Calculated values
E, eV: -275768.38948
Molecular weight, g mol⁻¹: 1137.8

```
! RIJCOSX wB97M-V def2-TZVPD def2/J DEFGRID3
* xyz 1 1
Bi 1.7227 -0.1938 0.2819
C -1.0092 2.8881 1.5055
C 0.3109 3.6827 1.8336
S 1.8436 3.0595 0.9862
C 2.0907 4.1308 -0.4411
C 0.7895 4.3026 -1.2169
S 0.1168 2.7426 -1.8264
C -1.6573 3.2195 -1.9815
C -2.5572 2.8411 -0.8192
S -2.4212 3.7610 0.7241
H -1.3868 2.4956 2.4683
H -0.7273 2.0529 0.8912
H 0.5980 3.5887 2.8908
H 0.1666 4.7665 1.6249
H 2.8335 3.6080 -1.0245
H 2.5536 5.0636 -0.1743
H 0.9252 5.0264 -1.9811
H 0.0613 4.6762 -0.5041
H -2.0321 2.8549 -2.9271
H -1.6514 4.2909 -2.0891
H -2.4741 1.7691 -0.5562
H -3.6107 3.0258 -1.1195
Se 4.0217 -1.4942 0.4082
Se 4.2049 -2.5588 2.5381
Te 3.3038 -0.7967 4.0108
Se 1.0768 -0.7856 2.7920
I 3.1375 -3.3259 -3.4801
C 2.4287 -1.6731 -4.7381
I 1.6316 -0.1180 -3.5293
H 1.6114 -2.1102 -5.2952
H 3.2746 -1.3109 -5.3222
C -2.8788 -3.0237 0.7196
N -1.7533 -2.1698 0.4292
C -2.0370 -0.7382 0.3325
C -0.4621 -2.5244 0.2727
O 0.3594 -1.8520 -0.3883
N -0.0492 -3.7170 0.7931
C 1.2516 -4.2327 0.4010
C -0.5549 -4.1989 2.0837
H -3.7391 -2.7042 0.0993
H -3.1645 -3.0724 1.8097
H -2.6426 -4.0110 0.4442
H -2.3365 -0.3475 1.3295
H -2.8164 -0.5197 -0.4305
H -1.1128 -0.2253 0.0460
H 1.5486 -3.9107 -0.5949
H 1.2010 -5.3122 0.3120
H 2.0315 -3.9976 1.1644
H -1.0624 -3.3649 2.5907
H 0.2704 -4.5142 2.7135
H -1.2291 -5.0429 1.9432
*
```